The following is a DFT calculation (ωB97M-V with the def2-TZVPD basis set) of a molecular structure, C34H37N4O4PRbS4 in a non-equilibrium geometry.

Values from the calculation:
M (g mol⁻¹): 810.40
Orbital gap (hartree): 0.191
HOMO energy (eV): -3.446

ORCA input file:
```
! wB97M-V def2-TZVPD RIJCOSX def2/J DEFGRID3
* xyz -1 1
Rb -0.52358 -0.63548 -1.62539
S 0.73406 -1.45035 1.53514
C 2.25751 -0.62166 1.78711
C 2.52806 -0.15676 3.08047
C 3.63136 0.62233 3.40105
C 3.79340 1.10638 4.73962
N 3.89917 1.50127 5.81686
C 4.54033 0.95045 2.38367
C 4.32645 0.44737 1.10852
C 3.22691 -0.35701 0.76490
S 3.15260 -0.92480 -0.88263
C 5.64184 1.83758 2.61795
N 6.52412 2.55341 2.80945
H 1.81209 -0.39355 3.85678
H 5.03280 0.68485 0.32379
O 0.52482 1.51726 -0.81157
S 1.74770 2.38002 -0.67604
C 1.30184 3.97491 -1.42256
C 0.23584 4.83646 -0.74659
C -1.06198 4.13020 -0.36150
C -1.75785 3.46469 -1.53544
S -3.21151 2.40959 -1.17633
O -2.84436 1.03271 -1.63871
C -3.15076 2.33578 0.61172
C -3.80773 3.29432 1.36790
C -3.74761 3.22560 2.75335
C -3.04639 2.19689 3.36947
C -2.40638 1.23081 2.60374
C -2.46182 1.29684 1.21912
C 1.83176 2.92117 1.02648
C 2.80513 3.84131 1.39670
C 2.84820 4.28655 2.70778
C 1.93221 3.80181 3.63528
C 0.99877 2.84900 3.25944
C 0.94893 2.39094 1.94862
H 1.02368 3.69013 -2.44081
H 2.23764 4.53430 -1.50547
H 0.02740 5.67845 -1.41633
H 0.66346 5.26608 0.16203
H -1.72421 4.86100 0.11089
H -0.84650 3.37876 0.39336
H -1.09058 2.75315 -2.02273
H -2.10194 4.19341 -2.27359
H -4.36322 4.08987 0.88347
H -4.25388 3.97427 3.34948
H -2.99934 2.14763 4.45020
H -1.83784 0.42787 3.05997
H -1.94044 0.55286 0.63325
H 3.53896 4.19059 0.67835
H 3.61836 4.98257 3.01381
H 1.98336 4.13166 4.66463
H 0.32249 2.42683 3.99264
H 0.27439 1.60015 1.64207
C 1.33574 -2.12802 -5.80437
O 1.85659 -2.76835 -4.64505
C 1.04426 -2.77181 -3.55797
O -0.08490 -2.31344 -3.56157
N 1.66926 -3.34409 -2.51227
N 1.03928 -3.27290 -1.25982
H 1.88414 -2.53624 -6.64983
H 1.50550 -1.05158 -5.74595
H 0.27086 -2.31897 -5.91060
H 2.67994 -3.35499 -2.54732
H 1.54208 -2.56093 -0.70686
H 1.15221 -4.16619 -0.79752
C -4.56543 -3.35263 -1.18238
P -2.78200 -2.91926 -1.03760
C -2.61412 -2.86283 0.78305
C -2.02999 -4.53413 -1.46283
C -1.47381 -5.40228 -0.52712
C -0.85130 -6.57698 -0.92980
C -0.78118 -6.90505 -2.27585
C -1.33153 -6.04663 -3.21826
C -1.94000 -4.86897 -2.81250
H -4.83425 -4.22549 -0.58366
H -4.80406 -3.55321 -2.22759
H -5.16469 -2.49829 -0.86193
H -3.03656 -3.73636 1.28626
H -3.14128 -1.97488 1.13997
H -1.56628 -2.75399 1.07241
H -1.49152 -5.15343 0.52610
H -0.40880 -7.22899 -0.18629
H -0.28903 -7.81766 -2.58891
H -1.26475 -6.28169 -4.27377
H -2.31207 -4.18023 -3.56352
*
```

The following is a DFT calculation (ωB97M-V with the def2-TZVPD basis set) of a molecular structure, C18H24IN2OPtS3.

Values from the calculation:
M (g mol⁻¹): 702.59
Orbital gap (spin up / spin down) (hartree): 0.292 / 0.191
Expectation value of S²: 6.0473
HOMO energy (spin up / spin down) (eV): -9.890 / -10.635
Relative energy (zero: lowest compared OMol25 entry of this formula, charge and spin) (kcal/mol): 5.0

ORCA input file:
```
! wB97M-V def2-TZVPD RIJCOSX def2/J DEFGRID3
* xyz 1 5
Pt 0.85571 0.62640 -0.49543
C -0.35414 -2.34796 -0.64546
N -0.88185 -0.99004 -0.91434
C -1.97167 -0.64608 0.01281
C -1.47346 -0.42159 1.43121
N -0.40275 0.59564 1.58874
C 0.52693 0.18371 2.65898
C -0.93122 1.92313 1.76097
C -1.13227 2.45595 3.02079
C -1.70973 3.71134 3.18297
C -2.12388 4.45716 2.08363
C -1.92974 3.95085 0.81961
C -1.29486 2.70260 0.63105
S -0.87274 2.29596 -0.97164
C -1.22105 -0.84299 -2.30440
C -2.49964 -1.07745 -2.77944
C -2.76806 -0.99982 -4.14187
C -1.75623 -0.71172 -5.05103
C -0.47319 -0.48731 -4.59499
C -0.19641 -0.51223 -3.21856
S 1.38357 -0.07025 -2.68567
H -1.17735 -3.06868 -0.60291
H 0.20670 -2.35509 0.28453
H 0.32523 -2.63217 -1.44471
H -2.71075 -1.45455 0.06006
H -2.47939 0.24151 -0.36299
H -1.07819 -1.35527 1.82974
H -2.33478 -0.15233 2.05081
H -0.00132 -0.07164 3.58230
H 1.23310 0.99049 2.84267
H 1.08208 -0.68384 2.30726
H -0.84888 1.89236 3.89781
H -1.85203 4.10046 4.18257
H -2.58368 5.42589 2.21934
H -2.22054 4.51706 -0.05530
H -3.29713 -1.34128 -2.09870
H -3.77275 -1.19107 -4.49478
H -1.97055 -0.66500 -6.10960
H 0.32793 -0.25669 -5.28508
C 4.11175 -3.02405 0.13887
S 3.76862 -1.28365 -0.02405
C 4.65019 -0.73212 1.42234
O 2.28981 -1.16372 0.30497
H 5.17948 -3.18575 -0.00293
H 3.55356 -3.53809 -0.64056
H 3.79021 -3.35621 1.12559
H 5.68405 -1.06841 1.34813
H 4.15878 -1.15761 2.29861
H 4.59716 0.35336 1.44263
I 2.59537 2.42077 0.39550
*
```

The following is a DFT calculation (ωB97M-V with the def2-TZVPD basis set) of a molecular structure, C54H48N3O5OsP2S2Te in a non-equilibrium geometry.

Values from the calculation:
M (g mol⁻¹): 1262.91
Orbital gap (spin up / spin down) (hartree): 0.223 / 0.220
Expectation value of S²: 0.7704
HOMO energy (spin up / spin down) (eV): -7.524 / -7.529

ORCA input file:
```
! wB97M-V def2-TZVPD RIJCOSX def2/J DEFGRID3
* xyz 0 2
Os -0.23143 0.49826 -0.60843
S 0.63728 -1.26377 2.73725
P -0.99622 -0.21442 2.57284
C -1.07950 0.82438 1.05540
P -1.55384 2.53722 0.87520
S -0.47354 2.88801 -0.80393
C -1.14300 3.67874 2.20434
C 0.11606 4.27159 2.20803
C 0.45608 5.16591 3.21220
C -0.46089 5.47274 4.20595
C -1.71188 4.86781 4.21510
C -2.05126 3.96352 3.22562
C -3.30848 2.75327 0.50509
C -3.97362 3.95134 0.76676
C -5.28680 4.11346 0.35334
C -5.93582 3.09268 -0.32691
C -5.26382 1.91530 -0.62302
C -3.94855 1.74941 -0.22173
C -2.49206 -1.23350 2.51938
C -2.39581 -2.57623 2.86375
C -3.51830 -3.38957 2.79590
C -4.73253 -2.86897 2.37587
C -4.83640 -1.52289 2.04742
C -3.71880 -0.70711 2.12435
C -1.18330 0.86828 4.02031
C -0.04485 1.54406 4.46494
C -0.08552 2.26924 5.64073
C -1.26178 2.32904 6.38142
C -2.39674 1.67117 5.93770
C -2.35924 0.93623 4.75762
H 0.82491 4.03522 1.42575
H 1.43443 5.62817 3.21051
H -0.19938 6.18095 4.98228
H -2.42035 5.09174 5.00188
H -3.01899 3.48034 3.25097
H -3.47244 4.76013 1.27816
H -5.80230 5.04239 0.55902
H -6.96342 3.22220 -0.64168
H -5.76072 1.12810 -1.17594
H -3.40190 0.84949 -0.48532
H -1.43520 -2.98088 3.15638
H -3.43768 -4.43790 3.05378
H -5.60144 -3.51096 2.30224
H -5.78615 -1.10923 1.73085
H -3.80862 0.34638 1.88569
H 0.87360 1.47258 3.89147
H 0.80130 2.78471 5.98686
H -1.28842 2.88510 7.31061
H -3.30969 1.70821 6.51838
H -3.23970 0.39521 4.43324
C 4.06044 0.72875 2.62635
C 3.83139 1.03663 1.17053
N 2.46408 1.61023 0.93492
C 3.29026 0.04560 -0.99682
C 4.77245 0.42521 -1.01229
N 6.21919 0.52201 0.54463
C 5.43827 0.96150 -2.27754
O 5.29821 0.22932 -3.38532
O 6.14202 1.93351 -2.24905
C 2.38535 0.28536 -2.18210
O 2.75154 -0.01620 -3.30741
O 1.20956 0.84084 -1.98265
H 3.10918 0.46621 3.08948
H 4.47778 1.59903 3.13900
H 4.73504 -0.11480 2.76660
H 6.34921 0.27255 1.51619
H 4.39646 -0.16298 -3.39745
C -4.12301 -8.17285 -4.07355
C -3.63869 -6.96915 -3.31280
C -2.34506 -6.89625 -2.82709
C -1.87458 -5.79417 -2.11117
C -0.44861 -5.85580 -1.63097
C -2.74980 -4.72655 -1.86927
Te -2.09715 -3.00276 -0.81018
N 0.41258 -1.09751 -0.39978
C 1.54544 -1.87439 -0.41974
O 1.59718 -3.04063 -0.73255
C 2.77846 -1.09297 -0.01581
C 2.84039 0.33520 0.36776
C 5.02356 1.32754 0.24030
C 5.76437 -0.58107 -0.34102
C 5.14401 -1.75116 0.36287
C 3.84537 -1.97894 0.52008
C -2.23900 -1.70481 -2.47377
C -3.24262 -0.73791 -2.44740
C -3.31358 0.23831 -3.42749
C -2.37598 0.24599 -4.44891
C -1.38948 -0.72865 -4.49015
C -1.30125 -1.72015 -3.51483
C -0.22368 -2.76162 -3.60787
C -4.07353 -4.78831 -2.33875
C -5.06816 -3.67677 -2.12600
C -4.48890 -5.90030 -3.05858
H -3.29011 -8.79203 -4.40534
H -4.70121 -7.87640 -4.94962
H -4.77038 -8.79095 -3.44740
H -1.66174 -7.71893 -3.01407
H 0.17012 -6.36398 -2.37127
H -0.38813 -6.43608 -0.70610
H -0.02434 -4.87693 -1.43696
H 2.44501 2.28353 0.17031
H 5.23121 2.38634 0.07535
H 6.55881 -0.93072 -1.00348
H 5.84608 -2.46332 0.78591
H 3.50303 -2.86164 1.04669
H -3.96790 -0.76181 -1.64074
H -4.09217 0.99156 -3.40125
H -2.41415 1.00691 -5.21852
H -0.66079 -0.71852 -5.29179
H 0.43442 -2.56704 -4.45271
H -0.66273 -3.75669 -3.72683
H 0.37611 -2.79813 -2.69832
H -4.93908 -3.21285 -1.14778
H -6.08515 -4.05910 -2.21079
H -4.94007 -2.88994 -2.87358
H -5.50879 -5.93253 -3.43001
*
```